Entry 1:
Computed, not measured: 2 unconnected molecules or ions with the total composition C21H20NO4 at a distorted geometry, with wB97M-V/def2-TZVPD.

## Properties
Frontier orbital gap: 5.762 eV
Lowest unoccupied orbital energy: 0.1157 Ha
Charge: -1

Cartesian coordinates (Å):
C  0.737  -1.979  2.494
C  0.073  -0.701  2.118
C  -1.022  -0.544  2.892
C  -1.293  -1.804  3.619
O  -2.244  -2.143  4.299
O  -0.241  -2.667  3.323
H  0.976  -2.570  1.606
H  1.643  -1.826  3.105
H  0.513  0.038  1.453
H  -1.670  0.320  2.987
C  -4.554  -2.934  0.429
C  -3.066  -3.163  0.509
O  -2.442  -2.107  -0.275
C  -1.092  -2.179  -0.342
C  -0.566  -0.960  -0.986
N  0.666  -0.575  -0.983
C  1.055  0.702  -1.151
C  2.425  0.882  -1.609
C  3.198  2.002  -1.238
C  4.536  2.089  -1.623
C  5.116  1.073  -2.396
C  4.353  -0.048  -2.763
C  3.024  -0.150  -2.358
C  0.148  1.814  -0.820
C  0.345  3.132  -1.301
C  -0.469  4.184  -0.870
C  -1.508  3.955  0.042
C  -1.765  2.649  0.477
C  -0.980  1.599  0.004
O  -0.437  -3.117  0.083
H  -5.058  -3.593  1.140
H  -4.823  -1.899  0.659
H  -4.912  -3.185  -0.573
H  -2.711  -3.113  1.551
H  -2.786  -4.132  0.068
H  -1.319  -0.394  -1.568
H  2.748  2.786  -0.631
H  5.130  2.951  -1.312
H  6.161  1.154  -2.704
H  4.800  -0.846  -3.359
H  2.437  -1.028  -2.624
H  1.143  3.332  -2.015
H  -0.290  5.195  -1.242
H  -2.133  4.779  0.396
H  -2.578  2.431  1.175
H  -1.265  0.592  0.314

Force components x, y, z for each atom (eV/Å):
C -0.35 -0.43 -0.02
C -0.34 0.73 1.50
C 0.33 -0.12 -0.54
C 0.16 -0.73 -0.11
O 1.17 0.40 -0.65
O -0.30 0.66 0.19
H -0.16 -0.15 0.26
H -0.29 0.10 -0.26
H -0.02 -0.27 0.12
H 0.03 -0.19 -0.23
C -0.21 -0.20 -0.09
C 0.39 0.36 -0.29
O -0.49 -0.73 0.66
C 1.66 0.70 -1.22
C -2.04 -0.40 -0.64
N 1.44 -0.48 0.44
C -0.92 -0.31 -0.22
C 0.05 0.06 0.59
C 0.48 -0.20 -0.37
C -0.24 -0.19 -0.11
C -0.03 -0.13 -0.06
C 0.07 0.44 0.35
C 0.43 0.19 -0.19
C -0.16 0.08 -0.74
C -0.28 0.11 0.37
C -0.14 -0.33 0.25
C -0.04 0.16 -0.02
C 0.55 0.01 -0.43
C -0.50 0.46 0.67
O -0.53 -0.10 0.24
H -0.02 0.05 -0.02
H 0.11 -0.13 0.00
H -0.06 0.16 0.06
H 0.03 -0.05 -0.43
H -0.02 0.25 0.32
H 0.12 0.02 0.81
H 0.19 -0.23 -0.09
H -0.13 -0.24 -0.11
H -0.31 -0.03 0.07
H -0.08 0.21 0.16
H 0.07 0.30 0.10
H -0.21 -0.06 0.19
H -0.04 -0.26 0.06
H 0.22 -0.20 -0.16
H 0.19 0.14 -0.27
H 0.22 0.58 -0.13


Entry 2:
Computed, not measured: a molecular structure, C37H49BrCrN2P2S at a distorted geometry, with wB97M-V/def2-TZVPD.

## Properties
Energy above the lowest of the compared OMol25 structures with the same formula, charge and spin: 93.8 kJ/mol
Frontier orbital gap (spin up / spin down): 5.623 / 6.582 eV
Lowest unoccupied orbital energy (spin up / spin down): -0.2632 / -0.2297 Ha
Multiplicity: 5
Charge: +2

Cartesian coordinates (Å):
C  5.890  -5.579  -2.154
C  5.047  -5.258  -3.251
C  5.467  -5.809  -4.497
C  6.628  -6.615  -4.566
N  7.386  -6.889  -3.504
C  7.033  -6.389  -2.322
C  3.946  -4.273  -3.044
C  3.345  -3.208  -2.755
C  3.644  -1.874  -2.317
C  3.192  -1.519  -0.990
C  3.942  -0.468  -0.352
C  4.672  0.416  -1.162
C  5.025  0.054  -2.493
C  4.569  -1.120  -3.070
Cr  1.103  -1.412  -1.485
P  -1.977  -2.160  -0.476
H  4.968  -5.573  -5.435
H  5.730  -5.142  -1.170
H  6.977  -7.057  -5.508
H  7.685  -6.632  -1.472
H  5.015  -1.546  -3.984
H  2.592  -2.278  -0.348
H  5.657  0.739  -3.037
H  3.882  -0.257  0.727
C  -3.320  -0.840  -0.438
C  -4.760  -1.192  -0.837
H  -3.014  0.003  -1.087
H  -3.316  -0.424  0.588
H  -5.342  -0.293  -0.573
H  -4.857  -1.350  -1.926
H  -5.180  -2.052  -0.289
C  -2.569  -3.413  -1.661
C  -1.518  -4.514  -1.834
H  -2.757  -2.933  -2.631
H  -3.533  -3.810  -1.321
H  -1.686  -5.083  -2.756
H  -0.521  -4.071  -1.922
H  -1.482  -5.195  -0.975
C  -2.348  -2.998  1.159
C  -3.664  -3.777  1.332
H  -2.303  -2.232  1.949
H  -1.467  -3.638  1.326
H  -3.612  -4.454  2.201
H  -4.516  -3.101  1.503
H  -3.921  -4.405  0.473
Br  4.501  2.247  -0.843
P  -0.399  0.363  -4.143
C  -1.942  -0.508  -3.685
C  -3.067  -0.222  -4.694
H  -2.173  -0.123  -2.681
H  -1.792  -1.598  -3.588
H  -3.939  -0.879  -4.539
H  -3.417  0.820  -4.653
H  -2.698  -0.397  -5.713
C  -0.328  1.855  -3.071
C  0.220  3.129  -3.736
H  0.294  1.578  -2.205
H  -1.345  2.087  -2.707
H  0.237  3.925  -2.976
H  1.238  2.985  -4.124
H  -0.423  3.472  -4.561
C  1.038  -0.667  -3.891
C  1.670  -0.932  -5.252
H  0.732  -1.599  -3.339
H  1.756  -0.085  -3.290
H  2.679  -1.326  -5.168
H  1.127  -1.619  -5.904
H  1.735  0.020  -5.780
N  0.558  -0.041  -0.056
S  0.043  -0.359  1.568
C  1.218  -0.130  3.017
C  2.364  0.638  2.865
C  3.165  0.919  3.982
C  2.857  0.409  5.237
C  1.659  -0.276  5.403
C  0.824  -0.524  4.308
C  -0.953  1.111  1.877
C  -2.054  1.028  2.748
C  -2.767  2.182  3.081
C  -2.375  3.428  2.592
C  -1.255  3.502  1.769
C  -0.537  2.358  1.418
H  -0.251  0.554  -0.447
H  2.585  1.024  1.871
H  4.040  1.542  3.862
H  3.536  0.566  6.073
H  1.380  -0.604  6.396
H  -0.137  -1.014  4.464
H  -2.333  0.064  3.179
H  -3.631  2.116  3.736
H  -2.915  4.337  2.860
H  -0.922  4.463  1.400
H  0.357  2.418  0.807

Force components x, y, z for each atom (eV/Å):
C 0.04 0.13 0.09
C 0.40 -0.46 -0.13
C 0.04 0.22 0.13
C -0.55 0.48 0.43
N -0.14 -0.08 0.09
C -0.68 0.46 -0.31
C 0.23 2.10 0.40
C 1.66 -3.33 -0.98
C -0.29 -0.75 0.58
C 2.55 -0.04 0.62
C -0.95 0.16 -0.34
C -1.23 -1.16 -1.25
C -0.32 0.06 0.63
C 0.21 -0.11 0.94
Cr -2.08 0.91 1.26
P -0.94 0.12 0.15
H -0.16 -0.11 0.31
H -0.24 -0.18 -0.19
H -0.36 0.36 0.31
H -0.37 0.20 -0.36
H -0.59 0.45 0.45
H 1.40 0.71 -0.78
H 0.09 0.04 -0.15
H -0.42 -0.05 -0.69
C 0.48 0.43 -0.08
C -0.10 0.16 0.05
H -0.04 -0.36 0.45
H 0.09 -0.29 -0.36
H -0.09 -0.48 -0.22
H 0.04 -0.06 0.51
H 0.22 0.38 -0.33
C -0.18 -0.13 -0.39
C -0.09 -0.11 -0.07
H -0.02 -0.07 0.35
H 0.24 0.03 -0.21
H -0.04 -0.03 0.34
H 0.13 0.02 -0.05
H -0.08 0.06 -0.23
C 0.56 -0.10 0.15
C -0.23 -0.08 0.03
H 0.14 -0.09 -0.32
H -0.34 -0.05 0.10
H 0.11 0.34 -0.27
H 0.35 -0.18 -0.05
H 0.13 0.08 0.19
Br 0.70 0.49 0.67
P -1.74 1.71 -2.24
C -0.09 -0.16 0.74
C -0.10 -0.04 -0.17
H -0.30 -0.38 -0.36
H 0.19 0.47 -0.17
H 0.33 0.26 0.08
H 0.17 -0.29 0.07
H -0.12 0.03 0.22
C 0.12 -0.11 0.67
C 0.05 -0.03 0.09
H -0.12 0.45 0.12
H 0.27 -0.36 -0.05
H 0.12 -0.17 -0.31
H -0.27 0.08 0.09
H 0.22 -0.27 0.24
C 0.61 -0.33 0.76
C 0.62 -0.40 -0.24
H 0.18 -0.35 -0.94
H 0.09 -0.07 -0.03
H 0.17 -0.13 0.13
H -0.31 0.08 0.29
H -0.03 -0.05 0.06
N -0.34 0.59 0.81
S -0.80 0.37 -0.05
C 0.62 0.88 -0.23
C 0.02 0.00 -0.02
C -0.01 -0.15 -0.50
C -0.17 0.08 -0.35
C -0.08 -0.01 -0.42
C -0.43 -0.42 -0.52
C -0.53 0.50 0.80
C 0.23 -0.25 -0.27
C 0.08 -0.04 -0.02
C 0.23 -0.32 -0.11
C 0.11 -0.15 -0.12
C -0.01 -0.09 -0.07
H 1.51 -1.00 0.95
H 0.18 0.11 0.28
H 0.09 -0.04 -0.09
H -0.25 0.06 -0.14
H -0.17 -0.10 -0.12
H 0.25 -0.05 -0.02
H -0.06 0.25 -0.15
H 0.16 -0.10 -0.07
H 0.10 -0.32 -0.05
H 0.02 -0.02 0.01
H -0.08 0.18 -0.01


Entry 3:
Computed, not measured: 2 unconnected molecules or ions with the total composition C2H6O2 at a distorted geometry, with wB97M-V/def2-TZVPD.

## Properties
Energy above the lowest of the compared OMol25 structures with the same formula, charge and spin: 240.7 kJ/mol
Frontier orbital gap: 10.136 eV
SMILES: C=CO.O
Lowest unoccupied orbital energy: 0.0329 Ha

Cartesian coordinates (Å):
C  -0.791  0.003  0.522
C  -0.555  -0.850  -0.383
O  0.416  -1.842  -0.258
O  1.181  1.407  -0.080
H  0.111  1.596  0.112
H  -1.705  0.751  0.376
H  -0.180  0.028  1.392
H  -0.986  -1.247  -1.270
H  0.946  -1.547  0.486
H  1.562  1.701  -0.897

Force components x, y, z for each atom (eV/Å):
C -4.34 3.74 1.35
C 1.46 -5.15 -2.16
O 0.23 1.04 0.52
O -2.85 0.59 2.11
H 4.66 -0.37 -1.79
H 2.10 -1.71 0.58
H 0.16 0.26 0.67
H -1.46 1.28 -0.83
H 0.59 -0.35 0.26
H -0.56 0.67 -0.70


Entry 4:
Computed, not measured: a molecular structure, C35H37CsN5O3S4Sb2 at a distorted geometry, with wB97M-V/def2-TZVPD.

## Properties
Energy above the lowest of the compared OMol25 structures with the same formula, charge and spin: 166.8 kJ/mol
Frontier orbital gap: 4.564 eV
Lowest unoccupied orbital energy: 0.0625 Ha
Charge: -1

Cartesian coordinates (Å):
Cs  -2.163  -2.431  3.030
S  -1.655  -2.112  -0.951
C  -0.580  -3.361  -0.344
N  0.281  -3.295  0.634
C  0.732  -4.580  0.965
C  1.748  -4.909  1.875
C  2.192  -6.256  2.071
C  1.664  -7.209  1.188
C  0.643  -6.908  0.220
C  0.212  -5.648  0.148
S  -0.886  -4.963  -1.008
H  2.205  -4.071  2.451
H  2.875  -6.514  2.889
H  2.036  -8.252  1.179
H  0.282  -7.594  -0.495
C  0.505  1.229  5.728
N  1.471  1.474  4.667
C  2.413  2.504  4.681
C  3.244  2.373  3.629
N  2.883  1.145  2.977
C  1.729  0.609  3.640
S  0.705  -0.653  3.252
C  3.522  0.519  1.852
C  4.132  1.335  0.860
C  4.934  0.693  -0.065
C  4.918  -0.706  -0.074
C  4.113  -1.459  0.775
N  3.497  -0.802  1.781
H  0.531  2.090  6.437
H  0.582  0.277  6.177
H  -0.531  1.232  5.356
H  2.370  3.265  5.464
H  4.156  2.854  3.294
H  4.148  2.425  0.993
H  5.620  1.136  -0.760
H  5.576  -1.198  -0.820
H  4.039  -2.557  0.780
C  0.022  2.326  0.561
Sb  -0.672  1.784  -1.434
C  -2.237  3.084  -2.144
C  0.749  2.766  -2.927
C  0.511  2.232  -4.238
C  -0.358  2.861  -5.212
C  -0.182  2.565  -6.507
C  0.657  1.456  -6.960
C  1.372  0.733  -6.032
C  1.243  1.061  -4.669
C  1.884  0.156  -3.723
Sb  0.220  -1.331  -2.936
C  1.730  -2.925  -2.654
C  -0.791  -2.215  -4.686
H  0.997  2.810  0.555
H  0.089  1.398  1.098
H  -0.693  2.896  1.076
H  -3.010  3.190  -1.358
H  -2.713  2.666  -2.990
H  -1.787  4.050  -2.409
H  1.696  2.504  -2.495
H  0.504  3.820  -2.850
H  -1.109  3.683  -4.957
H  -0.749  3.123  -7.202
H  0.670  1.295  -8.021
H  2.127  -0.043  -6.238
H  2.248  0.674  -2.854
H  2.562  -0.587  -4.151
H  2.310  -3.032  -3.574
H  1.117  -3.839  -2.517
H  2.304  -2.713  -1.751
H  -1.797  -2.425  -4.369
H  -0.301  -3.138  -4.898
H  -0.774  -1.536  -5.564
O  -3.117  1.634  5.359
C  -3.566  1.280  4.261
N  -2.918  0.522  3.345
S  -3.736  0.449  1.878
O  -2.906  1.105  0.902
O  -4.245  -0.889  1.554
C  -5.001  1.481  2.395
C  -5.889  1.960  1.453
C  -6.789  2.953  1.946
C  -6.671  3.451  3.252
C  -5.809  2.819  4.137
C  -4.875  1.838  3.680
H  -5.898  1.668  0.427
H  -7.547  3.300  1.301
H  -7.347  4.248  3.534
H  -5.672  3.149  5.132

Force components x, y, z for each atom (eV/Å):
Cs 0.33 -0.06 -0.41
S 0.43 -1.34 1.33
C -1.80 1.11 -0.21
N 0.12 -0.86 0.49
C 0.79 -0.64 -0.67
C 0.28 0.40 0.95
C -1.34 0.84 -1.25
C -0.40 -0.94 -0.41
C 2.40 -0.81 1.93
C -0.48 2.67 0.08
S -0.04 -0.28 0.11
H -0.46 -0.74 -0.37
H -0.11 0.13 -0.63
H -0.23 0.67 0.31
H -0.15 -1.09 -0.46
C -1.42 2.01 -0.51
N 1.18 0.04 0.01
C -0.25 0.39 0.18
C 0.06 -1.81 -0.61
N -1.45 -0.37 0.95
C 0.21 0.52 -0.56
S 0.83 0.20 0.03
C -0.02 0.25 -0.87
C 0.50 0.35 1.18
C -0.49 -1.28 0.66
C 0.55 -0.97 -1.29
C 0.32 1.60 0.82
N -0.21 -0.15 0.24
H 0.34 -0.86 -0.33
H 0.77 -0.98 0.64
H 0.28 0.13 -0.36
H 0.11 -0.36 -0.50
H -0.42 0.21 0.35
H -0.23 -0.53 -0.31
H -0.12 0.71 -0.15
H -0.62 0.16 0.54
H 0.01 0.67 -0.15
C 0.69 0.07 -1.02
Sb 0.00 -0.88 -0.63
C 0.15 1.17 1.78
C -1.37 0.04 2.21
C -0.22 -1.24 -2.40
C 0.72 0.87 2.63
C 0.83 -2.64 -1.72
C -0.93 1.86 0.71
C -0.40 0.43 -0.02
C -0.19 0.81 0.14
C -0.52 -0.67 -0.33
Sb 0.94 0.80 -0.21
C -1.30 -0.26 -0.28
C 0.79 1.15 -0.24
H 0.04 0.16 -0.02
H 0.09 -0.63 0.03
H -0.94 1.06 0.65
H 0.42 0.16 -0.34
H -0.26 -0.65 -0.99
H -0.40 -0.05 0.12
H 0.64 0.25 -0.08
H 0.28 0.20 0.02
H 1.38 -1.09 0.01
H -0.49 0.27 -0.98
H 0.33 -0.25 -0.31
H -0.75 0.25 -0.38
H 0.31 -0.34 0.60
H 0.32 0.56 -0.03
H 0.20 0.08 0.26
H 0.57 0.36 0.04
H 0.10 -0.06 -0.24
H -0.47 0.08 0.16
H 0.38 -0.75 -0.43
H -0.02 -0.43 0.54
O -0.59 -0.44 -0.52
C 0.44 0.40 -0.11
N -0.79 -0.79 -0.65
S 2.05 -0.59 2.04
O -0.41 -0.13 -0.52
O 0.40 0.96 0.36
C -0.73 -0.32 -2.85
C -1.81 1.96 1.97
C 1.69 -1.28 -0.23
C -0.38 -1.27 -0.45
C 1.75 -0.46 -0.52
C -1.20 1.54 1.21
H 0.04 -0.34 -0.40
H -0.63 0.66 -0.64
H 0.13 -0.03 0.34
H -0.12 0.44 0.97


Molecular weight list, top to bottom, in g mol⁻¹: 350.4; 747.7; 62.1; 1080.4
DFT total energy list, top to bottom, in eV: -31781.8902; -169999.8934; -6263.7607; -107451.3181